Record 1
Computed, not measured: a 6-piece molecular cluster, C2H16NO5 overall, with wB97M-V/def2-TZVPD.

LUMO level: -3.41 eV
net charge: +1
HOMO-LUMO gap: 11.033 eV

```
24
C2H16NO5, DFT wB97M-V/def2-TZVPD
O 1.311 -1.584 0.113
O 2.912 0.493 0.949
O -1.758 1.927 -0.300
O 0.405 2.215 1.806
O -2.069 -2.057 1.046
N -0.672 -0.334 -1.214
C 0.381 0.432 -1.860
C -1.011 -1.462 -1.660
H 0.576 3.100 2.139
H 1.251 0.674 -1.264
H 0.775 -0.099 -2.720
H 3.629 0.230 0.364
H -1.668 2.276 0.602
H -0.407 -2.071 -2.321
H -1.600 2.769 -0.737
H 1.662 -0.879 0.673
H -2.476 -2.892 1.230
H 1.912 -2.324 0.117
H 3.234 0.559 1.832
H -1.572 -1.649 1.753
H -0.062 1.398 -2.086
H -1.336 0.195 -0.620
H -0.007 1.817 2.585
H -1.862 -1.942 -1.220
```

Here are the Mulliken charges for atoms 1 to 8, given in e: -0.55 -0.59 -0.67 -0.62 -0.58 0.20 -0.70 -0.16


Record 2
Computed, not measured: a 6-piece molecular cluster, C2H16O5 overall, with wB97M-V/def2-TZVPD.

LUMO level: 0.27 eV
net charge: 0
HOMO-LUMO gap: 11.299 eV
SMILES: CC.O.O.O.O.O

```
23
C2H16O5, DFT wB97M-V/def2-TZVPD
O 1.908 -2.713 5.858
O 1.318 0.126 -2.158
O -2.919 2.476 -3.178
O 3.407 2.392 -2.537
O -3.071 -1.602 -0.950
C -0.604 0.310 0.911
C 0.590 -0.793 0.947
H 2.494 -3.380 5.373
H -0.861 0.824 1.874
H -3.628 1.875 -3.008
H 0.330 0.476 -2.491
H 2.115 -1.835 5.324
H -1.475 -0.313 0.592
H -0.448 1.212 0.262
H 3.971 1.902 -1.912
H 2.747 1.741 -2.910
H -3.140 3.191 -2.569
H 1.508 0.536 -1.200
H 0.142 -1.743 1.267
H 1.546 -0.715 1.482
H 0.739 -1.222 -0.138
H -2.663 -1.245 -0.159
H -4.008 -1.498 -0.680
```

Here are the Mulliken charges for atoms 1 to 8, given in e: -0.66 -0.72 -0.63 -0.66 -0.63 0.07 -1.01 0.33


Record 3
Computed, not measured: a 6-piece molecular cluster, C2H16O6 overall, with wB97M-V/def2-TZVPD.

LUMO level: 0.22 eV
net charge: 0
HOMO-LUMO gap: 10.440 eV
SMILES: CCO.O.O.O.O.O

```
24
C2H16O6, DFT wB97M-V/def2-TZVPD
O 1.241 -1.937 1.861
O -1.836 -0.105 -1.982
O 0.267 2.855 1.683
O -1.668 -0.487 1.834
O -0.505 -3.509 -0.663
O 2.900 0.801 -0.530
C -0.994 0.426 -0.957
C -0.168 1.663 -1.270
H -0.323 -3.007 -1.466
H 3.405 0.403 0.181
H -0.870 2.485 -1.406
H 3.518 0.875 -1.263
H -0.772 -0.804 1.972
H 0.464 1.828 -0.417
H -0.399 -0.474 -0.803
H 0.512 1.501 -2.096
H 1.662 -1.725 1.020
H -2.274 -1.124 1.467
H -0.534 2.816 2.222
H 1.313 -2.899 1.892
H -1.575 0.671 -0.072
H -0.603 -2.817 -0.012
H -0.038 2.338 0.919
H -2.723 0.224 -2.115
```

Here are the Mulliken charges for atoms 1 to 8, given in e: -0.63 -0.57 -0.65 -0.62 -0.63 -0.58 0.35 -1.24


Record 4
Computed, not measured: a 6-piece molecular cluster, C2H16O6 overall, with wB97M-V/def2-TZVPD.

LUMO level: 0.60 eV
net charge: 0
HOMO-LUMO gap: 11.215 eV
SMILES: CCO.O.O.O.O.O

```
24
C2H16O6, DFT wB97M-V/def2-TZVPD
O -1.567 1.681 -1.867
O -2.018 0.151 0.417
O 0.667 -2.541 0.837
O 0.130 -0.179 2.336
O 0.132 0.330 -2.585
O -0.960 -1.907 -1.381
C 1.698 0.906 0.781
C 1.181 0.803 2.189
H -1.729 -1.451 -1.009
H 1.990 0.485 2.860
H 0.805 -0.021 -3.174
H -2.023 0.968 -0.116
H -0.152 -0.415 -2.012
H 0.991 1.370 0.087
H 1.516 -2.953 0.948
H 2.012 -0.007 0.270
H -0.697 1.323 -2.130
H 0.880 1.791 2.528
H 0.673 -1.643 1.224
H -0.567 -2.315 -0.598
H -0.528 0.208 1.724
H 2.567 1.563 0.661
H -2.930 0.007 0.678
H -2.072 1.843 -2.669
```

Here are the Mulliken charges for atoms 1 to 8, given in e: -0.72 -0.65 -0.70 -0.58 -0.62 -0.74 -0.91 -0.27